ORCA calculation (ωB97M-V/def2-TZVPD) on an isolated molecule of C4H5N3S at a distorted geometry.

Atoms and positions in Å:
C: 0.95467 -0.63003 2.06272
C: 0.31159 0.50899 -0.24333
C: -0.64804 0.02668 -1.13959
C: -1.14947 0.95306 -2.25162
H: 1.64855 -1.47091 2.19958
H: 1.50677 0.42689 2.00177
H: 0.21147 -0.45890 2.91965
H: 0.66989 1.49676 -0.18430
H: -1.14925 2.01766 -1.79968
N: 0.37172 -0.52900 0.71816
N: -0.86446 -1.30961 -0.85838
N: -0.33878 -1.57418 0.35993
S: -1.52465 0.54258 -3.78490

The calculation puts the relative energy (zero: lowest compared OMol25 entry of this formula, charge and spin) at 76.9 kcal/mol. As for the SMILES: Cn1cc(C=S)nn1.



ORCA calculation (ωB97M-V/def2-TZVPD) on an isolated molecule of C4H5N3S at a distorted geometry.

Atoms and positions in Å:
C: 0.12766 0.98376 -1.44542
C: -0.70238 0.93912 0.92918
C: 0.20660 -1.21004 -0.27494
C: 0.40919 -1.99668 0.91062
H: -0.63666 0.62877 -2.29685
H: 1.13984 0.85621 -1.83469
H: 0.06433 2.04267 -0.88796
H: -0.80575 1.99908 0.76740
H: -0.48791 -0.33106 2.14742
N: -0.12425 0.16564 -0.19990
N: -0.88895 0.62933 2.16796
N: 0.78057 -2.82337 1.76076
S: 0.91771 -1.88342 -1.74356

The calculation puts the relative energy (zero: lowest compared OMol25 entry of this formula, charge and spin) at 85.9 kcal/mol. As for the SMILES: [H]/N=C\N(C)C(=S)C#N.



ORCA calculation (ωB97M-V/def2-TZVPD) on an isolated molecule of C4H5N3S.

Atoms and positions in Å:
C: -2.25073 0.77790 0.50474
C: -1.06434 0.17759 0.37187
C: 1.21358 0.15874 -0.69420
C: 0.89146 -1.65573 0.73240
H: -3.02002 0.39159 1.18894
H: -2.47952 1.71005 -0.01419
H: -0.25619 1.48737 -0.98950
H: 2.86462 0.39219 -1.56116
H: 1.31174 -2.57127 1.17417
N: -0.06926 0.62682 -0.46900
N: 1.94036 0.82819 -1.49100
N: 1.63728 -1.01791 -0.06041
S: -0.71898 -1.30553 1.30734

The calculation puts the relative energy (zero: lowest compared OMol25 entry of this formula, charge and spin) at 26.5 kcal/mol. As for the SMILES: [H]/N=C1\N=CSC(=C)N1.



ORCA calculation (ωB97M-V/def2-TZVPD) on an isolated molecule of C4H5N3S at a distorted geometry.

Atoms and positions in Å:
C: -0.06776 -1.43544 -0.82714
C: -0.16379 -0.08674 -0.03637
C: 0.06302 2.03586 0.74238
C: -0.80721 1.07938 -0.13506
H: 1.29921 -1.63012 0.72543
H: 1.07639 -3.28491 -0.24913
H: 0.24211 3.25839 0.68761
H: -1.91581 1.08932 0.26268
H: -0.91576 1.52701 -1.35121
N: 0.69678 -2.23123 0.03590
N: 0.55410 -0.01003 1.04139
N: 0.83125 1.32118 1.37156
S: -0.89253 -1.63267 -2.26803

The calculation puts the relative energy (zero: lowest compared OMol25 entry of this formula, charge and spin) at 106.3 kcal/mol. As for the SMILES: NC(=S)C1=NN=CC1.



ORCA calculation (ωB97M-V/def2-TZVPD) on the ion C4H5N4O2 with charge -1 at a distorted geometry.

Atoms and positions in Å:
C: -1.57596 0.06634 -0.32998
C: 0.31711 -1.83057 0.49329
C: -0.28677 0.66035 0.20792
C: 0.93374 -0.03658 -0.30121
N: -1.74421 -1.22934 -0.39019
N: -0.92428 -1.91128 0.40928
N: 2.14094 0.26105 0.42243
N: 3.31097 -0.20759 -0.03478
O: 3.36702 -0.99041 -0.99464
O: 4.36343 0.13461 0.53565
H: -2.38524 0.66361 -0.55299
H: 0.82410 -2.31311 1.29138
H: -0.12045 1.63958 -0.02421
H: -0.19920 0.75409 1.24718
H: 1.10680 -0.29928 -1.29510

As for the net charge: -1. The calculation puts the relative energy (zero: lowest compared OMol25 entry of this formula, charge and spin) at 131.1 kcal/mol.



ORCA calculation (ωB97M-V/def2-TZVPD) on an isolated molecule of C4H5N5 at a distorted geometry.

Atoms and positions in Å:
C: -1.30927 0.27353 0.12671
C: -1.01517 -0.65555 -2.00367
C: 1.19742 0.03840 -0.00075
C: 1.59576 1.05337 1.87976
N: -1.55083 -0.45042 -0.88651
N: 2.15803 0.48219 0.86314
N: -0.00198 0.43734 0.61873
N: 0.22708 1.18380 1.74158
N: -0.39984 -1.65607 -2.59732
H: -2.01094 0.84534 0.73286
H: 2.09454 1.25350 2.86081
H: -0.58733 1.30112 2.33000
H: -0.34385 -2.60249 -2.12159
H: -0.05361 -1.50407 -3.54375

The calculation puts the relative energy (zero: lowest compared OMol25 entry of this formula, charge and spin) at 101.6 kcal/mol.



ORCA calculation (ωB97M-V/def2-TZVPD) on the ion C4H5N6O3S with charge +1 at a distorted geometry.

Atoms and positions in Å:
C: 1.34220 0.17874 0.06184
C: -1.37511 1.78004 -0.05727
C: -2.93236 -0.00635 0.00097
C: 0.38438 -0.99474 0.46825
N: -2.47119 1.22226 -0.35156
N: -0.15448 2.10003 0.28002
N: -1.92285 -0.90417 0.30306
N: -0.85105 -0.54205 0.83706
N: 1.07637 1.48097 0.12323
N: 2.53888 -0.14087 -0.40404
O: 3.08019 -1.18666 -0.28033
O: 3.18942 0.88444 -0.96907
O: 0.35090 -1.97034 -0.50478
S: -4.43758 -0.45005 -0.31693
H: 0.94666 -1.41316 1.34659
H: -0.16328 3.00413 0.79282
H: -2.21536 -1.96354 0.05046
H: 2.53486 1.54961 -0.93743
H: 1.07939 -2.62829 -0.44288

As for the net charge: +1. The calculation puts the relative energy (zero: lowest compared OMol25 entry of this formula, charge and spin) at 65.2 kcal/mol. As for the SMILES: [O-]N(O)/C1=N/[NH+]=C=NC(=S)/[NH+]=N/[C@H]1O.



ORCA calculation (ωB97M-V/def2-TZVPD) on an isolated molecule of C4H5NO at a distorted geometry.

Atoms and positions in Å:
C: -0.88656 -0.03159 0.08723
C: 0.01872 1.11564 0.00513
C: 1.23992 0.56269 -0.06403
C: -0.14337 -1.16753 0.10080
H: -2.52252 0.74553 0.16132
H: -0.29091 2.13102 -0.03849
H: 2.24047 1.04386 -0.04472
H: 1.87605 -1.34861 0.33608
H: -0.43419 -2.16296 -0.33273
N: 1.13373 -0.73858 -0.11195
O: -2.23136 -0.14945 -0.09864

The calculation puts the relative energy (zero: lowest compared OMol25 entry of this formula, charge and spin) at 27.9 kcal/mol. As for the SMILES: Oc1cc[nH]c1.



ORCA calculation (ωB97M-V/def2-TZVPD) on an isolated molecule of C4H5NO at a distorted geometry.

Atoms and positions in Å:
C: 0.56598 -0.53956 1.05081
C: -0.05967 0.77138 0.66158
C: -0.11563 -0.18811 -1.44564
C: -0.64370 -0.50992 0.02430
H: 1.54307 -0.85221 0.57678
H: 0.15874 -1.02315 1.92076
H: -0.64966 1.27241 1.33479
H: -0.36615 -0.74886 -2.36849
H: -1.62289 -0.75901 0.19187
N: 0.46725 0.92448 -1.58569
O: 0.72267 1.65255 -0.36107

The calculation puts the relative energy (zero: lowest compared OMol25 entry of this formula, charge and spin) at 89.5 kcal/mol. As for the SMILES: C1=NO[C@@H]2C[C@H]12.



ORCA calculation (ωB97M-V/def2-TZVPD) on an isolated molecule of C4H5NO at a distorted geometry.

Atoms and positions in Å:
N: 0.05864 1.09045 1.60147
C: 0.18890 0.43729 0.42980
C: -0.59240 -0.63587 -0.14577
C: 0.02814 -0.73373 -1.54016
C: 1.20299 -0.06019 -1.63851
O: 1.18838 0.72245 -0.31659
H: 0.62915 1.92176 1.68777
H: -0.83469 1.12010 2.06784
H: -1.61934 -0.84802 0.15483
H: -0.32740 -1.49307 -2.22577
H: 0.07762 -1.52117 -0.07491

The calculation puts the relative energy (zero: lowest compared OMol25 entry of this formula, charge and spin) at 90.2 kcal/mol.



ORCA calculation (ωB97M-V/def2-TZVPD) on an isolated molecule of C4H5NO at a distorted geometry.

Atoms and positions in Å:
O: -1.72629 1.36426 1.10145
C: -0.96650 0.64754 0.51226
C: -1.06191 -0.51686 -0.48524
N: 0.29034 -1.03380 0.10652
C: 1.35785 0.03350 -0.35235
C: 0.44133 0.27539 0.78206
H: -1.93455 -1.19600 -0.40236
H: -0.96985 -0.21575 -1.53016
H: 1.22446 0.27775 -1.39824
H: 2.45283 0.11900 -0.09467
H: 0.89228 0.24497 1.76072

The calculation puts the relative energy (zero: lowest compared OMol25 entry of this formula, charge and spin) at 68.8 kcal/mol. As for the SMILES: O=C1CN2C[C@@H]12.



ORCA calculation (ωB97M-V/def2-TZVPD) on an isolated molecule of C4H5NO at a distorted geometry.

Atoms and positions in Å:
C: -1.37405 0.31855 -0.10787
C: -0.39602 -0.72510 0.36372
O: -0.72140 -1.75396 0.90543
C: 1.10571 -0.48350 0.11172
C: 1.44907 0.87567 -0.30448
N: 1.68203 1.95982 -0.63299
H: -2.38347 0.02676 0.18487
H: -1.31543 0.41884 -1.19864
H: -1.12319 1.29898 0.31143
H: 1.43152 -1.19076 -0.66027
H: 1.64523 -0.74530 1.02709

The calculation puts the relative energy (zero: lowest compared OMol25 entry of this formula, charge and spin) at 8.7 kcal/mol. As for the SMILES: CC(=O)CC#N.